Entry 1:
The following is a quantum chemistry calculation of C39H31Cl2N6O4PSSe2W as an isolated structure, from the Open Molecules 2025 dataset.

Computed properties:
spin multiplicity = 3
net charge = 0
HOMO energy (alpha / beta) = -6.103 / -7.158 eV
LUMO (alpha / beta) = -1.24 / -1.46 eV
energy relative to the best compared isomer or geometry (same formula, charge and spin) = 35.57 kcal/mol
energy = -235761.612 eV
⟨S²⟩ = 2.032

Each line ends with the Löwdin charge.
Positions of all 87 atoms, in Å:
W  -0.7132  -0.2665  -0.1610  1.19
Se  -0.6631  0.7326  -2.8768  0.49
Se  -3.0508  -0.9809  0.4102  0.31
Cl  6.5887  1.5421  -0.8247  0.76
Cl  2.3180  1.1226  2.4410  0.82
S  -0.4129  -2.7073  0.9124  0.69
P  -2.3137  -0.5672  -2.2939  0.49
O  0.5386  1.1224  -0.3168  -0.49
O  1.4654  -0.9347  0.1934  -0.14
O  1.4926  3.0885  -0.1631  0.03
O  0.2259  -1.4205  -1.4961  -0.36
N  -1.9480  1.6487  0.0697  -0.11
N  -0.6227  0.1058  1.8411  -0.17
N  0.6588  -2.8315  3.3106  0.09
N  -0.0994  -0.7584  2.7624  0.00
N  3.9345  0.4529  0.0665  0.09
N  0.4416  2.4984  -0.0836  -0.07
C  3.9295  1.6997  2.1429  -0.54
C  6.4693  2.6521  1.6243  -0.11
C  -3.8892  -0.1387  -3.0868  -0.40
C  -1.5225  1.3487  3.7697  -0.17
C  -2.6316  2.4379  -0.7794  -0.16
C  -1.5105  -3.5725  -4.8940  -0.08
C  0.0674  -1.9979  2.4268  -0.81
C  -2.0006  -3.3712  -2.1620  -0.12
C  -2.8484  1.5263  4.1743  -0.03
C  -5.2444  1.1291  -4.5838  -0.08
C  -2.2933  3.3743  1.7467  0.00
C  -1.7335  -4.6041  -2.7321  -0.07
C  -1.7695  -2.3358  -4.3365  -0.10
C  -6.2210  -0.6287  -3.2601  -0.07
C  -2.9300  4.1692  0.8343  -0.03
C  3.8629  -1.4298  -1.4483  -0.15
C  -6.3456  0.3752  -4.2091  -0.08
C  -2.0136  -2.2424  -2.9712  -0.40
C  2.5304  -0.9910  -1.9948  -0.02
C  -4.9926  -0.8845  -2.6844  -0.10
C  -1.2525  1.1999  2.3293  -0.19
C  4.4800  -2.5488  -1.9875  -0.04
C  4.5011  -0.7152  -0.4252  -0.22
C  5.7117  -1.1974  0.0770  -0.07
C  4.5552  2.5185  3.0650  -0.10
C  -0.5301  1.2009  4.7350  -0.04
C  5.8286  1.8483  0.6992  -0.58
C  6.3141  -2.3081  -0.4775  -0.09
C  5.8425  2.9680  2.8180  -0.09
C  5.7120  -2.9802  -1.5281  -0.09
C  -0.8584  1.2312  6.0774  -0.07
C  -3.1385  3.6695  -0.4614  -0.02
C  -1.8284  2.0889  1.3775  -0.24
C  -2.1747  1.3986  6.4716  -0.08
C  -3.1679  1.5483  5.5178  -0.07
C  1.3904  -1.1501  -1.0308  -0.65
C  -4.0059  0.8817  -4.0198  -0.11
C  -1.4910  -4.7041  -4.0923  -0.08
C  4.5655  1.2995  0.9589  -0.30
H  4.0457  2.7903  3.9764  0.10
H  -1.7149  -5.4821  -2.1048  0.11
H  -7.0786  -1.2115  -2.9614  0.11
H  -3.6537  4.2453  -1.2119  0.11
H  6.1735  -0.6955  0.9152  0.11
H  0.5608  -3.8172  3.1315  0.08
H  2.5495  0.0846  -2.2391  0.14
H  -3.6274  1.5987  3.4296  0.12
H  -2.1167  3.7057  2.7580  0.12
H  -2.4256  1.4156  7.5209  0.10
H  -2.7852  2.0500  -1.7823  0.04
H  7.4499  3.0378  1.3961  0.10
H  6.1884  -3.8400  -1.9743  0.10
H  2.2764  -1.5373  -2.9058  0.14
H  3.9946  -3.0825  -2.7919  0.11
H  -2.2138  -3.3034  -1.1014  0.03
H  -3.2751  5.1572  1.0995  0.11
H  -4.1969  1.6737  5.8207  0.10
H  -3.1303  1.4544  -4.3043  0.07
H  0.7414  -2.5158  4.2638  0.10
H  -1.7729  -1.4347  -4.9366  0.10
H  -1.3204  -3.6458  -5.9541  0.10
H  -1.2862  -5.6689  -4.5310  0.10
H  -4.8782  -1.6307  -1.9093  0.08
H  -5.3457  1.9142  -5.3172  0.10
H  -7.3117  0.5849  -4.6430  0.10
H  -0.0805  1.1174  6.8173  0.10
H  7.2553  -2.6540  -0.0777  0.10
H  6.3516  3.5784  3.5478  0.10
H  2.9255  0.4454  0.1625  0.07
H  0.4936  1.0577  4.4314  0.06

Entry 2:
The following is a quantum chemistry calculation of one molecule with the formula C6H10O, from the Open Molecules 2025 dataset.

Computed properties:
net charge = 0
HOMO energy = -8.432 eV
LUMO = 0.23 eV
energy relative to the best compared isomer or geometry (same formula, charge and spin) = 72.94 kcal/mol
energy = -8428.077 eV

Each line ends with the Löwdin charge.
Positions of all 17 atoms, in Å:
O  -0.7525  -1.8493  -0.2456  -0.04
C  -0.7897  -0.6368  0.4885  -0.34
C  -1.7966  0.3963  -0.0839  -0.18
C  0.2950  1.4260  -0.2554  -0.22
C  0.5600  0.1381  0.5424  -0.32
C  1.7618  -0.6554  0.0410  -0.07
C  -1.1521  1.6886  -0.4558  0.08
H  1.6387  -0.9403  -1.0113  0.08
H  -2.2864  0.0153  -0.9945  0.13
H  2.6746  -0.0533  0.1031  0.08
H  0.7445  0.4269  1.5842  0.14
H  1.9149  -1.5744  0.6137  0.08
H  0.6044  1.3165  -1.3159  0.14
H  -2.6460  0.5976  0.5813  0.12
H  -1.0776  -0.9554  1.4945  0.14
H  0.8549  2.3040  0.0808  0.11
H  -0.5481  -1.6443  -1.1671  0.09

Entry 3:
The following is a quantum chemistry calculation of C33H53N2O2P2SW as an isolated structure, from the Open Molecules 2025 dataset.

Computed properties:
spin multiplicity = 3
net charge = +3
HOMO energy (alpha / beta) = -16.684 / -16.839 eV
LUMO (alpha / beta) = -11.17 / -11.65 eV
energy relative to the best compared isomer or geometry (same formula, charge and spin) = 0.00 kcal/mol
energy = -73367.397 eV
⟨S²⟩ = 2.087

Each line ends with the Löwdin charge.
Positions of all 94 atoms, in Å:
W  -0.0947  0.2187  -0.2653  1.33
S  0.4279  -1.7017  3.0012  0.77
P  2.2767  -0.7339  -0.8397  1.16
P  -2.5305  0.4154  -0.0050  1.05
O  1.3552  -2.8375  2.6936  -0.51
O  0.3073  1.8431  2.3838  0.12
N  -0.6652  -1.3913  -1.5271  -0.05
N  0.3077  1.2054  -1.8609  -0.03
C  1.0059  1.2628  -4.1551  -0.20
C  1.4194  -0.8004  -2.5683  -0.29
C  1.0242  3.3295  -5.4139  -0.02
C  -0.1123  -2.6565  -3.4806  0.02
C  -4.9785  0.2858  1.5353  -0.06
C  -2.2304  -2.9576  -2.3748  0.04
C  -1.9040  -1.9461  -1.4826  -0.29
C  4.9900  0.0973  -0.3061  -0.07
C  -3.3195  2.0463  2.1837  -0.06
C  1.2430  1.1930  -6.5639  -0.02
C  -0.7015  -2.3597  4.2590  -0.21
C  -3.4786  0.6174  1.6413  -0.65
C  4.0779  -2.7340  -1.7938  -0.05
C  -2.7349  1.1348  -2.7286  -0.08
C  -1.3579  -3.2894  -3.4045  0.04
C  0.9192  0.6174  -2.8522  -0.33
C  3.2634  1.8617  -0.5320  -0.10
C  -4.8669  1.2249  -1.4567  -0.06
C  3.7606  -2.5347  0.7549  -0.08
C  1.3671  -0.5313  4.0153  -0.22
C  -3.0402  2.9528  -1.0756  -0.07
C  -3.3550  1.4740  -1.3622  -0.65
C  0.2037  -1.6999  -2.5327  -0.28
C  4.1091  0.6815  -2.5774  -0.05
C  1.1928  2.5961  -6.5995  0.00
C  -2.8444  -0.3611  2.6386  -0.12
C  3.0871  -2.4540  -0.6368  -0.63
C  3.7347  0.5081  -1.0934  -0.63
C  0.9019  2.6653  -4.1972  -0.01
C  0.1919  1.1615  1.4035  -0.31
C  1.9768  -3.5115  -0.6294  -0.09
C  1.1574  0.5207  -5.3459  0.01
C  -2.8452  -1.3623  -0.4624  -0.23
H  0.6976  0.2955  4.2761  0.05
H  1.2599  -3.3155  0.1817  0.07
H  2.4440  -4.4920  -0.4202  0.12
H  -5.1064  0.1589  -1.5816  0.09
H  -3.2189  -3.4074  -2.2907  0.15
H  3.5323  -3.5100  1.2051  0.10
H  2.9164  1.7641  0.5068  0.07
H  -2.8334  -1.9748  0.4522  0.10
H  5.7388  0.8994  -0.4138  0.11
H  -3.7288  2.0663  3.2076  0.12
H  -1.9577  3.1118  -0.9571  0.08
H  -1.7733  -0.1659  2.7822  0.02
H  -2.9680  -1.4085  2.3365  0.08
H  0.9869  4.4177  -5.4357  0.13
H  1.1949  -0.5699  -5.2836  0.11
H  4.8513  -2.4460  0.7038  0.09
H  -3.3351  -0.2441  3.6188  0.12
H  2.1346  -1.1682  -3.3162  0.12
H  -2.7086  0.0486  -2.9180  0.08
H  -3.8928  2.7836  1.6052  0.08
H  4.1145  2.5606  -0.5385  0.11
H  -1.6409  -4.0137  -4.1681  0.15
H  -0.0932  -2.9003  4.9980  0.09
H  3.3592  -1.7789  1.4386  0.05
H  1.4547  -3.5767  -1.5935  0.07
H  -3.8782  -1.4109  -0.8404  0.10
H  -1.2898  -1.5790  4.7488  0.06
H  4.7819  -0.0140  0.7660  0.09
H  1.7292  -1.0689  4.9064  0.09
H  3.2847  1.0895  -3.1742  0.07
H  0.6063  -2.8887  -4.2727  0.15
H  -5.2530  1.7547  -2.3431  0.12
H  -5.3368  0.0210  2.5424  0.11
H  4.0844  -1.9589  -2.5698  0.05
H  1.3500  0.6112  -7.4804  0.13
H  2.1928  -0.1319  3.4132  0.06
H  -5.5878  1.1431  1.2161  0.09
H  4.9442  1.3987  -2.6423  0.12
H  -3.3707  3.5673  -1.9297  0.12
H  5.1103  -2.8685  -1.4371  0.10
H  1.2839  3.1139  -7.5600  0.14
H  -3.5414  3.3247  -0.1767  0.07
H  -3.3453  1.6078  -3.5207  0.12
H  2.4566  2.3055  -1.1290  0.06
H  0.7453  3.2081  -3.2613  0.12
H  -1.3805  -3.0437  3.7398  0.07
H  4.4565  -0.2497  -3.0408  0.08
H  -1.7153  1.5402  -2.8121  0.05
H  5.4538  -0.8211  -0.6852  0.08
H  -2.2633  2.3462  2.2320  0.07
H  3.8027  -3.6719  -2.2992  0.10
H  -5.4065  1.6163  -0.5891  0.07
H  -5.1700  -0.5746  0.8793  0.09

Entry 4:
The following is a quantum chemistry calculation of CH2F3IrO as an isolated structure, from the Open Molecules 2025 dataset.

Computed properties:
spin multiplicity = 5
net charge = 0
HOMO energy (alpha / beta) = -8.396 / -10.390 eV
LUMO (alpha / beta) = 0.01 / -2.71 eV
energy relative to the best compared isomer or geometry (same formula, charge and spin) = 37.91 kcal/mol
energy = -14100.908 eV
⟨S²⟩ = 6.005

Each line ends with the Löwdin charge.
Positions of all 8 atoms, in Å:
Ir  -1.6244  1.6659  0.3658  0.81
F  0.6345  -1.0741  1.5033  0.03
F  -1.0559  -1.7829  0.4085  0.04
F  0.8267  -1.7473  -0.5550  0.01
O  0.1387  1.6520  -0.4545  -0.58
C  0.0478  -0.9921  0.2783  -0.53
H  0.6177  0.1813  -0.2886  0.21
H  0.4149  2.0971  -1.2578  0.00

> Look up the energy of the fourth one.

-14100.908 eV

Please write out number 4 again, unchanged.
The following is a quantum chemistry calculation of CH2F3IrO as an isolated structure, from the Open Molecules 2025 dataset.

Computed properties:
spin multiplicity = 5
net charge = 0
HOMO energy (alpha / beta) = -8.396 / -10.390 eV
LUMO (alpha / beta) = 0.01 / -2.71 eV
energy relative to the best compared isomer or geometry (same formula, charge and spin) = 37.91 kcal/mol
energy = -14100.908 eV
⟨S²⟩ = 6.005

Each line ends with the Löwdin charge.
Positions of all 8 atoms, in Å:
Ir  -1.6244  1.6659  0.3658  0.81
F  0.6345  -1.0741  1.5033  0.03
F  -1.0559  -1.7829  0.4085  0.04
F  0.8267  -1.7473  -0.5550  0.01
O  0.1387  1.6520  -0.4545  -0.58
C  0.0478  -0.9921  0.2783  -0.53
H  0.6177  0.1813  -0.2886  0.21
H  0.4149  2.0971  -1.2578  0.00

> Number 4 is which compound?

CH2F3IrO

> What is the formula in the first record?

C39H31Cl2N6O4PSSe2W